# 1
{
  "formula": "C5H4N4OS",
  "method": "ωB97M-V with the def2-TZVPD basis set",
  "smiles": "OSc1ncnc2n[nH]cc12",
  "largest_force_ev_per_a": 6.76,
  "de_lowest_kj_mol": 354.31,
  "molar_mass_g_mol": 168.18,
  "multiplicity": 1,
  "species": ["S", "C", "N", "C", "C", "H", "O", "H", "N", "H", "C", "N", "N", "C", "H"],
  "coordinates": [[0.40, -1.77, -1.96], [-0.63, 0.57, 1.10], [-0.64, 1.88, 1.33], [-0.12, 0.16, -0.15], [0.18, 1.43, -0.81], [-0.11, 3.44, 0.25], [1.83, -0.88, -2.25], [0.53, 1.68, -1.88], [-0.20, 2.37, 0.10], [2.60, -1.36, -1.57], [-0.06, -1.14, -0.43], [-1.08, -0.37, 2.04], [-0.50, -2.01, 0.43], [-1.03, -1.61, 1.62], [-1.17, -2.40, 2.17]],
  "mulliken_charge": [0.063, 0.423, -0.784, 0.682, -0.702, 0.293, -0.525, 0.366, 0.167, 0.376, 0.401, -0.532, -0.621, -0.106, 0.498]
}

***

# 2
{
  "formula": "C19H31Cl14N2O3",
  "method": "ωB97M-V with the def2-TZVPD basis set",
  "largest_force_ev_per_a": 6.67,
  "charge": -1,
  "energy_ha": -7520.5028,
  "molar_mass_g_mol": 831.81,
  "multiplicity": 1,
  "species": ["H", "C", "H", "Cl", "Cl", "O", "Cl", "C", "Cl", "H", "C", "H", "C", "N", "H", "N", "H", "Cl", "C", "Cl", "H", "H", "C", "Cl", "H", "C", "H", "C", "H", "C", "H", "C", "C", "H", "C", "H", "Cl", "H", "C", "C", "H", "H", "C", "Cl", "C", "C", "H", "H", "H", "H", "H", "H", "H", "O", "H", "Cl", "Cl", "H", "C", "Cl", "H", "H", "C", "H", "Cl", "H", "Cl", "H", "O"],
  "coordinates": [[0.58, -4.65, 1.81], [-4.41, -1.85, -0.59], [4.26, 7.14, 4.50], [2.53, 7.97, 6.67], [1.73, -0.40, 3.14], [-0.64, -0.27, -2.68], [4.62, 5.35, 6.00], [0.87, -4.00, 0.98], [4.38, 2.09, 1.09], [4.55, 9.05, 6.16], [4.80, 7.04, 5.44], [-9.18, -3.69, 1.56], [-0.27, 1.86, -4.25], [2.83, 0.42, -2.58], [-5.18, -3.83, -0.12], [-0.55, 4.09, -2.60], [1.98, 4.88, 1.45], [-3.76, -1.58, 1.05], [1.52, -4.31, -3.58], [-7.68, -1.20, 1.59], [2.50, -3.88, -3.38], [3.61, 4.87, 0.76], [-8.65, -1.99, 0.32], [1.02, -2.11, -5.12], [-0.78, 2.16, -5.25], [0.48, -3.24, -3.85], [-9.51, -3.89, -0.16], [-1.02, 0.53, -3.75], [-0.47, -3.66, -4.16], [1.29, 1.69, -4.57], [3.45, -1.22, 0.96], [-0.19, -2.92, 0.79], [2.14, 0.95, -3.43], [5.86, 7.20, 5.26], [3.99, -1.33, 1.90], [2.24, 2.42, 2.04], [0.29, -1.68, -0.39], [0.32, -2.65, -2.95], [-4.60, -3.32, -0.89], [4.30, 8.03, 6.48], [-0.34, -2.40, 1.74], [-5.12, -3.44, -1.85], [2.95, 4.40, 1.50], [3.62, 4.74, 3.12], [-0.54, 3.05, -3.21], [2.81, 2.91, 1.24], [-5.38, -1.34, -0.63], [1.23, -4.92, -2.71], [2.28, 2.75, 0.30], [-1.14, -3.34, 0.47], [1.73, 2.76, -4.65], [3.95, -0.52, 3.92], [5.05, -1.17, 1.71], [-2.11, 0.19, -4.38], [1.84, -3.57, 1.20], [3.81, -3.02, 2.44], [-7.27, -4.35, 0.34], [-8.18, -1.78, -0.64], [-8.81, -3.48, 0.56], [-3.04, -4.17, -1.06], [4.76, 7.86, 7.45], [-9.63, -1.51, 0.33], [3.50, -0.34, 2.94], [3.75, 0.68, 2.63], [1.67, -5.45, -4.95], [-3.75, -1.37, -1.31], [1.04, -5.05, -0.46], [0.69, 0.70, -6.22], [1.54, 1.10, -5.89]],
  "mulliken_charge": [0.390, -0.290, 0.354, -0.186, -0.175, -0.473, -0.195, 0.230, -0.229, 0.292, -0.442, 0.323, 0.269, -0.532, -0.078, -0.551, 0.339, -0.208, 0.012, -0.161, 0.389, 0.330, -0.534, -0.194, 0.280, 0.210, 0.304, 0.165, 0.319, 0.404, 0.232, -0.226, 0.056, 0.293, -0.411, 0.286, 0.010, -0.317, -0.168, -0.418, 0.297, 0.386, -0.505, -0.162, -0.034, -0.310, 0.188, -0.147, 0.278, -0.143, 0.344, 0.328, 0.383, -0.714, -0.306, -0.245, -0.160, 0.327, -0.429, -0.172, 0.310, 0.341, 0.160, -0.306, -0.253, 0.311, -0.293, 0.388, -0.561]
}

***

# 3
{
  "formula": "C4H5NOS2",
  "method": "ωB97M-V with the def2-TZVPD basis set",
  "smiles": "O=C/C=C\\C(=S)NS",
  "largest_force_ev_per_a": 1.28,
  "de_lowest_kj_mol": 169.32,
  "molar_mass_g_mol": 147.22,
  "multiplicity": 1,
  "species": ["H", "C", "O", "H", "S", "C", "C", "C", "H", "N", "H", "H", "S"],
  "coordinates": [[0.89, 2.21, 1.19], [-0.40, 0.65, 0.29], [3.49, -0.97, -0.61], [2.97, 1.02, 1.12], [-1.47, 1.54, -0.59], [2.38, -0.52, -0.40], [0.92, 1.19, 0.74], [2.12, 0.60, 0.54], [-0.09, -1.12, 1.31], [-0.66, -0.64, 0.63], [1.54, -0.86, -1.02], [-2.93, -0.83, 0.64], [-2.01, -1.52, -0.02]],
  "mulliken_charge": [0.335, 0.325, -0.474, 0.327, -0.300, -0.067, -0.313, -0.242, 0.291, -0.307, 0.374, 0.147, -0.097]
}

***

# 4
{
  "formula": "C14H38F6N2O9S2",
  "method": "ωB97M-V with the def2-TZVPD basis set",
  "largest_force_ev_per_a": 5.30,
  "de_lowest_kj_mol": 384.13,
  "molar_mass_g_mol": 556.59,
  "multiplicity": 1,
  "species": ["H", "H", "H", "O", "O", "H", "H", "S", "F", "O", "H", "O", "F", "F", "H", "C", "O", "H", "C", "S", "N", "F", "H", "H", "H", "C", "H", "C", "F", "H", "O", "H", "H", "H", "C", "H", "C", "C", "C", "H", "H", "H", "H", "C", "H", "N", "O", "H", "H", "C", "H", "H", "F", "H", "C", "H", "O", "C", "H", "H", "H", "H", "C", "H", "H", "C", "H", "O", "H", "H", "H"],
  "coordinates": [[0.08, -3.17, -5.95], [-5.18, 2.15, -2.53], [4.41, 1.21, 4.71], [-4.69, 1.56, 0.09], [-0.67, -6.77, 2.92], [-0.83, 0.04, -6.99], [-0.24, 3.45, 4.39], [-0.50, -4.44, 4.84], [-3.05, -4.62, 5.98], [1.23, 3.03, -2.73], [2.83, 4.65, -0.85], [1.73, -6.10, 3.26], [-2.88, -5.47, 4.02], [1.15, -4.61, 0.49], [5.34, -1.25, 2.07], [5.48, 1.00, 4.77], [4.95, -1.26, 4.57], [-2.57, -1.47, -4.28], [-1.87, -2.12, -4.81], [0.38, -5.73, 2.79], [-0.11, -4.28, 3.18], [-0.71, -5.64, 0.31], [-3.62, 2.98, -0.76], [-5.93, 3.60, 1.09], [1.20, 6.18, -4.13], [-4.68, 2.80, -0.58], [-2.50, -2.99, -4.97], [1.33, 4.49, -2.64], [1.18, -6.63, 0.38], [-5.34, 3.82, -2.24], [-0.16, -3.29, 5.65], [-6.58, 2.71, -1.49], [0.23, -0.21, 0.20], [6.01, 0.36, 1.79], [-1.33, -1.61, -6.18], [0.76, -1.97, -7.12], [0.48, -5.65, 0.86], [-5.08, 3.87, 0.45], [1.18, 5.09, -4.07], [4.37, 0.31, 2.27], [-5.19, 4.88, 0.05], [1.99, 4.81, -4.75], [0.39, 4.76, -2.17], [5.72, -0.28, 3.89], [0.06, -1.30, 1.55], [-0.11, -0.40, 1.13], [0.26, 2.64, 4.36], [-2.17, -1.66, -6.87], [-4.26, 3.92, 1.16], [5.32, -0.21, 2.41], [-5.41, 0.97, -0.15], [0.12, 0.30, 1.82], [-2.93, -3.30, 4.29], [2.60, 6.07, -1.96], [-5.54, 2.85, -1.78], [4.06, -0.98, 4.38], [-0.19, -5.70, 5.55], [-0.13, -2.49, -6.77], [-1.09, -2.40, -4.10], [6.74, -0.63, 4.06], [-0.47, -2.99, -7.67], [-1.12, -0.49, 1.10], [2.62, 4.98, -1.87], [0.02, 2.17, 5.16], [0.22, 4.82, -4.51], [-2.48, -4.44, 4.76], [3.48, 4.65, -2.46], [-0.95, -0.21, -6.07], [6.01, 1.90, 4.45], [5.76, 0.94, 5.82], [0.84, 2.79, -3.57]],
  "mulliken_charge": [0.281, 0.361, 0.197, -0.551, -0.605, 0.301, 0.316, 0.850, -0.227, -0.548, 0.323, -0.612, -0.207, -0.265, 0.339, -0.979, -0.498, 0.333, -1.371, 0.959, -0.318, -0.225, 0.113, 0.314, 0.392, 0.644, 0.370, 0.632, -0.223, 0.361, -0.617, 0.390, 0.382, 0.360, 0.492, 0.322, 0.626, -1.259, -1.475, 0.243, 0.350, 0.381, 0.140, 0.214, 0.326, -0.430, -0.643, 0.220, 0.318, -1.157, 0.317, 0.342, -0.247, 0.319, -1.357, 0.337, -0.550, -1.020, 0.321, 0.299, 0.292, 0.357, -1.143, 0.335, 0.384, 0.673, 0.311, -0.541, 0.339, 0.308, 0.285]
}

***

# 5
{
  "formula": "C9H14N2O7P2PdS",
  "method": "ωB97M-V with the def2-TZVPD basis set",
  "largest_force_ev_per_a": 7.72,
  "s_squared": 6.0312,
  "charge": 2,
  "energy_ha": -2195.6352,
  "molar_mass_g_mol": 462.65,
  "multiplicity": 5,
  "species": ["Pd", "H", "N", "H", "C", "P", "C", "N", "O", "C", "C", "H", "C", "H", "O", "H", "H", "C", "H", "O", "H", "H", "O", "H", "O", "H", "H", "S", "H", "O", "C", "P", "C", "O", "C", "H"],
  "coordinates": [[0.58, -0.45, -0.93], [4.30, 2.54, 1.78], [-1.73, 1.86, -1.02], [-0.67, 1.88, 0.51], [-3.57, -1.40, -0.85], [3.02, 0.85, -0.41], [-4.48, -2.47, -0.79], [-1.43, -0.45, -0.93], [3.35, 0.05, 2.06], [-2.20, 0.60, -0.96], [2.69, 1.15, 1.37], [-2.20, -5.01, -0.73], [-2.59, -4.00, -0.76], [-0.63, -3.09, -0.84], [0.31, 1.98, 0.46], [2.74, 3.31, 1.41], [2.70, -0.69, 1.93], [-2.19, -1.60, -0.87], [-5.55, -2.30, -0.78], [2.49, 2.17, -1.16], [0.58, 1.24, -0.93], [3.01, 2.54, 2.98], [4.63, 0.99, -0.50], [-0.76, 1.94, -1.31], [0.36, 1.40, 2.88], [5.04, 0.59, 0.29], [-2.34, 2.58, -1.39], [-3.89, 0.29, -0.92], [1.56, 2.35, -0.86], [0.58, -0.45, 1.01], [-1.70, -2.92, -0.82], [0.87, 0.92, 1.55], [-3.96, -3.77, -0.75], [2.51, -0.45, -0.94], [3.21, 2.46, 1.91], [-4.65, -4.62, -0.70]],
  "mulliken_charge": [0.383, 0.369, -0.308, 0.418, 0.861, 1.276, -0.599, -0.071, -0.505, 0.714, 0.642, 0.445, -0.700, 0.482, -0.777, 0.371, 0.367, 0.219, 0.445, -0.540, -0.197, 0.406, -0.537, 0.179, -0.689, 0.410, 0.330, -0.102, 0.729, -0.698, -0.333, 0.989, -0.380, -0.572, -1.470, 0.444]
}

***

# 6
{
  "formula": "C6H6F5HgNOS5Te",
  "method": "ωB97M-V with the def2-TZVPD basis set",
  "largest_force_ev_per_a": 0.49,
  "s_squared": 0.7586,
  "charge": -1,
  "de_lowest_kj_mol": 23.84,
  "molar_mass_g_mol": 691.64,
  "multiplicity": 2,
  "species": ["Hg", "F", "H", "N", "F", "F", "H", "S", "H", "H", "C", "O", "Te", "C", "S", "C", "H", "S", "H", "C", "F", "C", "S", "F", "S", "C"],
  "coordinates": [[-0.35, 0.17, -0.85], [-2.01, 4.03, -2.62], [1.25, -0.15, 2.04], [1.23, -1.37, -2.37], [-0.59, 3.54, -0.57], [0.56, 4.66, -2.65], [2.71, -3.94, -3.40], [-2.62, -2.33, 2.65], [1.16, 0.95, 3.46], [3.91, -3.00, -2.49], [-1.54, -1.19, 1.87], [-1.51, 1.45, -2.17], [-0.45, 3.01, -2.42], [1.95, -2.26, -2.42], [-0.62, -1.83, 0.53], [-1.53, 0.04, 2.41], [2.74, -4.02, -1.63], [-2.59, 0.30, 3.78], [1.77, 1.54, 1.88], [2.89, -3.38, -2.49], [1.26, 1.66, -1.29], [-3.23, -1.29, 3.89], [-0.58, 1.40, 1.84], [-0.50, 2.91, -4.36], [-4.36, -1.77, 4.99], [1.06, 0.87, 2.38]],
  "mulliken_charge": [1.354, -0.426, 0.259, -0.311, -0.480, -0.472, 0.281, -0.100, 0.320, 0.268, 0.176, -0.948, 1.764, 0.315, -0.380, -0.042, 0.264, -0.073, 0.317, -0.822, -0.783, 0.102, -0.075, -0.496, -0.285, -0.726]
}